(a)
{"formula": "C7H14N2S2", "method": "wB97M-V/def2-TZVPD", "smiles": "CCN1CSC(=S)N(CC)C1", "mol_weight_g_mol": 190.34, "homo_lumo_gap_ha": 0.304, "e_homo_ev": -7.95, "elements": ["H", "H", "N", "S", "N", "H", "H", "C", "H", "H", "C", "H", "H", "C", "H", "H", "S", "C", "H", "H", "C", "C", "H", "H", "C"], "coordinates": [[1.86859, 1.45680, 1.22458], [3.32060, 0.51371, 1.51770], [1.30776, -0.10205, -0.72834], [3.30380, -1.54886, 0.24178], [-1.07901, -0.36354, -0.12478], [-1.73707, -2.23762, -0.50564], [-2.47371, 1.32334, -0.21568], [1.63596, -1.23259, -0.01203], [-2.82924, -0.06684, 1.80310], [3.34943, 2.28896, 1.03034], [2.54601, 0.93956, -0.58963], [2.13791, 1.96675, -1.10388], [-0.31642, 1.05482, -1.58364], [-2.41470, 0.14632, -0.29880], [-2.88168, -0.01339, -1.20062], [-3.76407, -1.56349, 1.11951], [0.49586, -2.57125, 0.06427], [-0.79589, -1.68498, -0.72833], [0.16938, 1.41742, 0.51482], [-4.27890, 0.16502, 1.22733], [0.00019, 0.67355, -0.55864], [2.82248, 1.23674, 0.84882], [-0.46705, -1.76663, -1.76980], [3.48825, 0.35660, -1.08070], [-3.40847, -0.38836, 0.90825]]}


(b)
{"formula": "C7H14N2S2", "method": "wB97M-V/def2-TZVPD", "smiles": "CCN1CSC(=S)N(CC)C1", "mol_weight_g_mol": 190.34, "homo_lumo_gap_ha": 0.322, "e_homo_ev": -8.14, "elements": ["H", "H", "H", "C", "H", "H", "S", "S", "C", "C", "C", "H", "H", "C", "C", "C", "N", "H", "H", "H", "H", "N", "H", "H", "H"], "coordinates": [[0.51792, 1.61206, -3.19589], [-0.85033, -0.23219, 2.99166], [-2.36756, -2.19731, 2.45470], [-0.51300, -1.03912, 2.34609], [-2.30935, -0.89753, 1.21370], [-0.80803, 1.27533, 1.04136], [1.45801, -2.98058, 1.02043], [2.49128, -0.83146, -0.58518], [0.21490, 0.91895, 0.84512], [1.92576, 0.86290, -0.91042], [-0.45751, 1.55419, -2.76672], [-1.20870, 1.28200, -3.53851], [-0.20499, -0.49471, -1.93609], [1.33929, -1.35483, 0.65928], [-1.73716, -1.68130, 1.69684], [-0.46184, 0.53698, -1.61812], [0.43000, -0.47379, 1.31943], [-1.44673, 0.50635, -1.21151], [2.53104, 1.54738, -0.28948], [2.14709, 1.09530, -1.95735], [0.91783, 1.58671, 1.36225], [0.50136, 1.00009, -0.58834], [-1.40402, -2.42584, 0.97053], [0.00302, -1.71787, 3.04367], [-0.70826, 2.54829, -2.36745]]}


(b) wins, 400.5 kJ/mol ahead of the next structure.


(a)
{"formula": "C4H6S", "method": "wB97M-V/def2-TZVPD", "mol_weight_g_mol": 86.16, "homo_lumo_gap_ha": 0.339, "e_homo_ev": -8.26, "elements": ["H", "H", "C", "H", "H", "H", "H", "C", "C", "S", "C"], "coordinates": [[1.07306, 1.73044, 1.59257], [0.72945, -1.30338, -2.13255], [0.13575, -1.01804, 0.08120], [-0.91698, -1.85569, -1.73127], [-0.55858, 2.17688, 0.97816], [0.45232, -1.64958, 0.89690], [-0.31303, 0.84949, 2.04448], [-0.17549, -1.17289, -1.47622], [0.11532, 1.33629, 1.15552], [-0.52072, 0.60250, -1.56175], [-0.02110, 0.30398, 0.15295]]}


(b)
{"formula": "C4H6S", "method": "wB97M-V/def2-TZVPD", "smiles": "CC=C=CS", "mol_weight_g_mol": 86.16, "homo_lumo_gap_ha": 0.365, "e_homo_ev": -9.28, "elements": ["C", "C", "C", "H", "H", "H", "H", "C", "H", "S", "H"], "coordinates": [[-1.54818, 0.72214, 0.03448], [-0.57980, -0.32442, -0.42548], [0.65917, -0.37263, -0.03444], [-1.05842, 1.40842, 0.71892], [2.11626, -0.94466, 1.29639], [-0.96988, -1.10064, -1.07018], [4.08542, -0.87782, -0.64341], [1.90639, -0.41390, 0.37853], [-1.92564, 1.28177, -0.82055], [3.71101, 0.27533, -0.09607], [-2.40112, 0.25691, 0.52579]]}


(a) wins, 64.4 kJ/mol ahead of the next structure.